This record from the Open Molecules 2025 dataset describes a molecular structure, C22H50B2CaF8N8O8. The level of theory is ωB97M-V with the def2-TZVPD basis set.

Last column: Mulliken charge in e.
Element x y z (Å)
Ca (0.02, 0.16, 5.50)  1.76
N (0.92, 0.42, 1.73)  1.17
O (1.14, 0.57, 0.53)  -0.70
O (0.78, -0.71, 2.15)  -0.71
O (0.76, 1.33, 2.53)  -0.69
N (4.54, 1.04, 5.96)  0.95
O (5.17, 0.45, 6.76)  -0.61
O (4.99, 2.10, 5.44)  -0.67
O (3.48, 0.58, 5.72)  -0.63
C (-8.67, -6.20, -1.41)  -0.99
C (-7.96, -6.70, -0.22)  -0.53
N (-7.07, -5.62, 0.32)  0.10
C (-7.44, -4.39, 0.91)  -0.40
C (-6.27, -3.68, 1.17)  -0.44
N (-5.23, -4.47, 0.77)  0.11
C (-5.70, -5.61, 0.16)  -0.03
C (-3.76, -4.12, 0.85)  -0.86
H (-8.91, -7.07, -2.01)  0.35
H (-8.08, -5.43, -1.90)  0.32
H (-9.62, -5.82, -1.06)  0.33
H (-7.39, -7.63, -0.37)  0.33
H (-8.61, -7.04, 0.59)  0.38
H (-8.47, -4.12, 1.06)  0.42
H (-6.06, -2.67, 1.50)  0.55
H (-5.19, -6.47, -0.24)  0.36
H (-3.46, -4.02, 1.90)  0.36
H (-3.62, -3.11, 0.46)  0.37
H (-3.15, -4.78, 0.24)  0.28
C (-4.28, 4.84, 1.07)  -1.01
C (-3.06, 5.59, 1.61)  -0.52
N (-2.21, 5.99, 0.46)  0.19
C (-2.14, 7.18, -0.18)  -0.17
C (-1.17, 7.03, -1.21)  -0.40
N (-0.59, 5.81, -1.12)  0.21
C (-1.29, 5.09, -0.15)  -0.45
C (0.39, 5.24, -2.08)  -0.81
H (-4.93, 5.45, 0.44)  0.34
H (-4.94, 4.56, 1.90)  0.36
H (-4.02, 3.91, 0.58)  0.33
H (-2.44, 5.01, 2.29)  0.39
H (-3.44, 6.53, 2.01)  0.26
H (-2.92, 7.90, 0.03)  0.40
H (-1.00, 7.70, -2.04)  0.38
H (-1.27, 4.07, 0.20)  0.52
H (1.40, 5.38, -1.69)  0.30
H (0.29, 5.76, -3.03)  0.33
H (0.21, 4.17, -2.19)  0.33
C (5.51, 3.02, 0.27)  -0.95
N (6.43, 2.25, -0.69)  -0.01
C (7.47, 1.40, 0.05)  -0.80
C (5.59, 1.28, -1.56)  -1.09
C (7.08, 3.31, -1.61)  -0.51
C (7.85, 2.90, -2.83)  -0.63
O (9.00, 2.17, -2.50)  -0.48
H (4.70, 3.48, -0.30)  0.37
H (6.10, 3.78, 0.78)  0.38
H (5.00, 2.41, 1.02)  0.49
H (7.93, 0.72, -0.67)  0.34
H (7.01, 0.99, 0.95)  0.40
H (8.19, 2.10, 0.49)  0.36
H (6.15, 0.74, -2.32)  0.34
H (4.76, 1.80, -2.03)  0.35
H (5.11, 0.66, -0.80)  0.56
H (7.67, 3.98, -0.97)  0.46
H (6.26, 3.89, -2.01)  0.36
H (8.12, 3.81, -3.37)  0.43
H (7.18, 2.37, -3.50)  0.30
H (9.65, 2.27, -3.20)  0.33
C (1.50, -3.82, -2.03)  -0.90
N (1.18, -4.07, -3.51)  -0.06
C (2.45, -4.32, -4.32)  -0.89
C (0.35, -5.36, -3.67)  -0.79
C (0.51, -2.85, -4.24)  -0.46
C (-0.74, -2.27, -3.51)  -0.74
O (-1.79, -3.15, -3.15)  -0.49
H (1.88, -4.75, -1.60)  0.37
H (0.55, -3.57, -1.55)  0.41
H (2.19, -2.99, -1.90)  0.36
H (3.10, -3.46, -4.19)  0.41
H (2.24, -4.43, -5.38)  0.40
H (2.89, -5.25, -3.96)  0.40
H (-0.59, -5.24, -3.12)  0.29
H (0.87, -6.18, -3.18)  0.40
H (0.21, -5.48, -4.75)  0.38
H (0.40, -3.11, -5.30)  0.43
H (1.24, -2.05, -4.24)  0.38
H (-1.23, -1.49, -4.09)  0.42
H (-0.41, -1.88, -2.54)  0.38
H (-2.14, -3.67, -3.88)  0.32
B (0.35, 2.86, 8.19)  0.64
F (0.59, 3.05, 6.86)  -0.38
F (-0.05, 1.58, 8.26)  -0.41
F (1.48, 3.05, 8.96)  -0.38
F (-0.66, 3.73, 8.66)  -0.40
B (-3.78, 0.32, 4.39)  0.63
F (-2.90, -0.67, 4.34)  -0.37
F (-4.03, 0.76, 3.13)  -0.38
F (-4.95, -0.18, 4.99)  -0.38
F (-3.20, 1.32, 5.19)  -0.43

Computed properties:
* 2S+1: 1
* LUMO level: -4.76 eV
* net charge: +2

This record from the Open Molecules 2025 dataset describes 7 unconnected molecules or ions with the total composition C42H99O22P. The level of theory is ωB97M-V with the def2-TZVPD basis set.

Last column: Mulliken charge in e.
Element x y z (Å)
C (3.40, 0.31, 3.01)  -0.97
C (1.99, 0.13, 2.40)  -0.53
O (2.20, -0.06, 1.01)  -0.18
P (2.24, 1.30, 0.18)  0.70
O (1.40, 2.39, 0.68)  -0.76
O (3.85, 1.67, 0.05)  -0.38
C (4.74, 1.00, -0.93)  -0.20
C (4.71, -0.44, -0.93)  -0.73
O (1.89, 0.77, -1.31)  -0.11
C (0.92, -0.25, -1.52)  0.01
C (0.62, -0.09, -3.00)  -1.36
H (3.99, -0.51, 2.60)  0.23
H (3.83, 1.29, 2.82)  0.26
H (3.32, 0.15, 4.09)  0.42
H (1.55, -0.74, 2.89)  0.30
H (1.30, 0.95, 2.57)  0.42
H (4.51, 1.36, -1.94)  0.24
H (5.77, 1.36, -0.85)  0.38
H (5.26, -0.96, -0.15)  0.27
H (3.69, -0.83, -0.94)  0.00
H (5.19, -0.92, -1.77)  0.38
H (1.39, -1.19, -1.24)  0.27
H (-0.05, -0.16, -1.03)  0.30
H (1.42, -0.15, -3.74)  0.33
H (-0.12, -0.84, -3.26)  0.43
H (0.17, 0.89, -3.18)  0.28
C (4.54, -6.26, -3.22)  -0.72
O (3.58, -6.70, -4.17)  -0.35
C (2.45, -5.94, -4.42)  -0.10
C (1.49, -6.54, -5.46)  -0.66
O (0.82, -5.60, -6.22)  -0.19
C (0.96, -5.50, -7.58)  -0.56
C (0.52, -4.02, -7.87)  -0.66
O (1.43, -2.95, -7.33)  -0.26
C (2.62, -2.85, -8.09)  -0.75
H (5.02, -5.40, -3.67)  0.30
H (5.15, -7.16, -3.12)  0.24
H (4.22, -6.05, -2.19)  0.29
H (2.87, -4.98, -4.72)  0.23
H (1.80, -5.69, -3.58)  0.22
H (0.62, -6.88, -4.89)  0.23
H (2.00, -7.33, -6.00)  0.40
H (0.37, -6.17, -8.20)  0.37
H (1.93, -5.75, -8.02)  0.40
H (-0.44, -4.04, -7.35)  0.30
H (0.40, -3.92, -8.94)  0.42
H (2.95, -1.83, -7.85)  0.25
H (2.40, -2.89, -9.16)  0.33
H (3.42, -3.56, -7.86)  0.24
C (-5.06, 0.77, -6.70)  -0.71
O (-5.40, 2.06, -6.58)  -0.41
C (-5.93, 2.50, -5.36)  -0.34
C (-7.32, 1.96, -5.06)  -0.51
O (-8.03, 2.90, -4.17)  -0.34
C (-8.07, 4.25, -4.44)  -0.48
C (-9.44, 4.71, -3.92)  -0.68
O (-10.41, 3.71, -4.35)  -0.25
C (-11.77, 4.12, -4.33)  -0.82
H (-4.35, 0.47, -5.93)  0.29
H (-4.59, 0.43, -7.63)  0.29
H (-5.91, 0.09, -6.62)  0.28
H (-5.74, 3.57, -5.38)  0.31
H (-5.18, 2.27, -4.60)  0.36
H (-7.19, 0.94, -4.71)  0.34
H (-7.98, 1.96, -5.93)  0.33
H (-8.05, 4.53, -5.50)  0.36
H (-7.24, 4.73, -3.93)  0.35
H (-9.65, 5.77, -4.08)  0.44
H (-9.45, 4.76, -2.83)  0.32
H (-12.10, 5.08, -4.73)  0.32
H (-12.25, 3.94, -3.37)  0.29
H (-12.22, 3.42, -5.04)  0.26
C (3.35, 3.12, 15.38)  -0.73
O (2.07, 3.59, 14.91)  -0.35
C (2.15, 4.57, 13.91)  -0.42
C (1.01, 4.31, 12.88)  -0.37
O (1.17, 5.11, 11.71)  -0.30
C (0.54, 4.60, 10.56)  -0.45
C (1.13, 5.05, 9.25)  -0.39
O (0.66, 4.29, 8.13)  -0.33
C (1.06, 4.89, 6.85)  -0.65
H (4.00, 2.74, 14.59)  0.34
H (3.06, 2.27, 16.01)  0.25
H (3.90, 3.81, 16.01)  0.29
H (3.12, 4.46, 13.42)  0.31
H (2.21, 5.56, 14.36)  0.31
H (0.09, 4.32, 13.46)  0.29
H (1.01, 3.26, 12.59)  0.28
H (-0.44, 5.08, 10.52)  0.14
H (0.46, 3.53, 10.43)  0.37
H (2.22, 5.00, 9.29)  0.32
H (0.80, 6.07, 9.05)  0.26
H (0.59, 4.15, 6.20)  0.22
H (2.14, 4.76, 6.80)  0.29
H (0.69, 5.91, 6.83)  0.31
C (-8.62, -3.57, -3.73)  -0.61
O (-8.81, -4.41, -2.61)  -0.35
C (-7.75, -5.25, -2.37)  -0.65
C (-6.56, -4.59, -1.69)  -0.40
O (-5.69, -3.95, -2.62)  -0.29
C (-4.49, -3.56, -2.02)  -0.51
C (-3.59, -4.79, -1.65)  -0.45
O (-2.18, -4.48, -1.39)  -0.28
C (-2.04, -4.13, -0.03)  -0.79
H (-9.21, -2.65, -3.63)  0.23
H (-8.98, -4.13, -4.59)  0.27
H (-7.59, -3.29, -3.94)  0.27
H (-7.29, -5.88, -3.14)  0.31
H (-8.20, -5.92, -1.64)  0.36
H (-6.18, -5.31, -0.97)  0.41
H (-6.99, -3.83, -1.04)  0.30
H (-4.65, -2.93, -1.14)  0.33
H (-4.00, -2.83, -2.66)  0.33
H (-3.57, -5.47, -2.50)  0.29
H (-4.02, -5.41, -0.86)  0.33
H (-2.63, -3.26, 0.26)  0.30
H (-0.98, -3.91, 0.08)  0.26
H (-2.19, -4.92, 0.71)  0.32
C (0.55, 2.52, -8.26)  -0.58
O (1.64, 3.27, -8.73)  -0.41
C (2.25, 4.30, -7.91)  -0.29
C (1.51, 5.61, -8.02)  -0.62
O (0.64, 5.94, -6.92)  -0.33
C (1.24, 5.92, -5.58)  -0.45
C (0.46, 6.87, -4.58)  -0.65
O (-0.91, 6.48, -4.44)  -0.38
C (-1.17, 5.12, -4.12)  -0.56
H (0.15, 1.86, -9.03)  0.24
H (-0.16, 3.34, -8.14)  0.29
H (0.75, 2.06, -7.29)  0.22
H (3.29, 4.37, -8.22)  0.29
H (2.33, 3.89, -6.91)  0.30
H (0.88, 5.59, -8.91)  0.38
H (2.19, 6.45, -8.16)  0.37
H (2.26, 6.31, -5.52)  0.41
H (1.32, 4.92, -5.16)  0.33
H (0.43, 7.91, -4.91)  0.33
H (0.92, 7.01, -3.60)  0.37
H (-0.56, 4.78, -3.28)  0.31
H (-0.90, 4.44, -4.93)  0.15
H (-2.23, 4.98, -3.90)  0.27
C (8.25, -5.34, 5.55)  -0.81
O (6.98, -5.27, 6.04)  -0.31
C (6.67, -4.14, 6.88)  -0.40
C (5.21, -4.19, 7.39)  -0.42
O (4.98, -4.64, 8.75)  -0.47
C (5.28, -3.64, 9.82)  -0.59
C (4.44, -2.32, 9.90)  -0.50
O (5.12, -1.41, 8.97)  -0.25
C (4.91, -0.04, 9.17)  -0.84
H (8.31, -6.10, 4.78)  0.30
H (9.05, -5.48, 6.27)  0.29
H (8.36, -4.52, 4.84)  0.34
H (6.87, -3.13, 6.52)  0.39
H (7.31, -4.20, 7.76)  0.23
H (4.83, -4.88, 6.63)  0.47
H (4.74, -3.23, 7.18)  0.21
H (6.34, -3.41, 9.71)  0.32
H (5.22, -4.22, 10.74)  0.39
H (4.49, -1.91, 10.91)  0.45
H (3.36, -2.45, 9.78)  0.33
H (5.29, 0.58, 8.35)  0.26
H (5.45, 0.34, 10.03)  0.31
H (3.86, 0.26, 9.20)  0.33

Computed properties:
* 2S+1: 1
* LUMO level: 0.28 eV
* SMILES string: CCOP(=O)(OCC)OCC.COCCOCCOC.COCCOCCOC.COCCOCCOC.COCCOCCOC.COCCOCCOC.COCCOCCOC
* relative energy (zero: lowest compared OMol25 entry of this formula, charge and spin): 7.3325 eV
* net charge: 0

This record from the Open Molecules 2025 dataset describes 2 unconnected molecules or ions with the total composition CH4OS2. The level of theory is ωB97M-V with the def2-TZVPD basis set.

Last column: natural (NBO) charge in e.
Element x y z (Å)
C (2.13, 0.62, 0.23)  0.26
O (1.58, 0.60, -0.85)  -0.49
H (1.99, 1.51, 0.86)  0.11
H (2.76, -0.22, 0.54)  0.12
S (-1.80, -1.29, 0.47)  -0.14
S (-2.27, 0.10, -1.02)  -0.11
H (-1.56, -0.44, 1.46)  0.13
H (-2.83, -0.87, -1.71)  0.13

Computed properties:
* 2S+1: 1
* LUMO level: 0.28 eV
* SMILES string: C=O.SS
* relative energy (zero: lowest compared OMol25 entry of this formula, charge and spin): 0.8486 eV
* net charge: 0

This record from the Open Molecules 2025 dataset describes a molecular structure, C24H22BrMnN6O2S. The level of theory is ωB97M-V with the def2-TZVPD basis set.

Last column: natural (NBO) charge in e.
Element x y z (Å)
Mn (-1.98, -1.40, -0.07)  1.69
N (2.07, -1.70, -0.43)  -0.56
C (2.67, -0.89, -1.44)  0.08
C (4.01, -0.58, -1.35)  -0.21
C (4.61, 0.20, -2.32)  -0.18
C (3.86, 0.67, -3.39)  -0.18
C (2.51, 0.36, -3.48)  -0.22
C (1.91, -0.42, -2.50)  -0.15
S (0.19, -0.82, -2.68)  0.51
N (-0.13, -1.71, -1.26)  -0.76
C (0.77, -2.02, -0.38)  0.46
C (0.29, -2.92, 0.72)  0.16
C (1.10, -3.77, 1.44)  -0.21
C (0.50, -4.75, 2.22)  -0.09
C (-0.87, -4.87, 2.23)  -0.21
C (-1.64, -3.96, 1.52)  0.11
N (-1.06, -2.98, 0.82)  -0.49
H (2.67, -2.01, 0.32)  0.42
H (4.60, -0.95, -0.51)  0.23
H (5.66, 0.44, -2.25)  0.24
H (4.32, 1.28, -4.16)  0.24
H (1.92, 0.72, -4.32)  0.24
H (2.18, -3.74, 1.36)  0.24
H (1.11, -5.45, 2.78)  0.26
H (-1.37, -5.65, 2.79)  0.26
H (-2.72, -3.98, 1.54)  0.26
Br (-2.00, 2.09, -1.81)  0.14
C (-3.56, 1.07, -1.54)  0.17
C (-4.72, 1.65, -2.02)  -0.24
C (-5.92, 0.96, -1.96)  -0.09
C (-5.91, -0.32, -1.41)  -0.18
C (-4.71, -0.82, -0.96)  0.09
N (-3.53, -0.15, -0.99)  -0.55
C (-4.66, -2.18, -0.35)  0.75
O (-5.59, -2.91, -0.24)  -0.47
O (-3.42, -2.50, 0.06)  -0.74
H (-4.67, 2.64, -2.46)  0.26
H (-6.83, 1.40, -2.33)  0.26
H (-6.79, -0.94, -1.33)  0.28
N (-0.85, 0.22, 0.48)  -0.67
C (-0.22, 1.15, 0.79)  0.69
N (0.46, 2.18, 1.12)  -0.44
C (0.13, 2.98, 2.33)  -0.20
C (1.38, 3.18, 3.16)  -0.41
C (2.51, 3.77, 2.32)  -0.41
C (2.82, 2.88, 1.11)  -0.41
C (1.57, 2.67, 0.27)  -0.20
H (-0.65, 2.46, 2.88)  0.23
H (-0.27, 3.94, 1.99)  0.22
H (1.69, 2.22, 3.58)  0.21
H (1.14, 3.84, 3.99)  0.25
H (3.41, 3.89, 2.92)  0.24
H (2.23, 4.77, 1.97)  0.21
H (3.19, 1.90, 1.45)  0.20
H (3.59, 3.32, 0.48)  0.24
H (1.73, 1.93, -0.53)  0.22
H (1.25, 3.61, -0.19)  0.22

Computed properties:
* 2S+1: 5
* LUMO level (alpha / beta): -8.01 / -6.99 eV
* expectation value of S²: 6.0720
* relative energy (zero: lowest compared OMol25 entry of this formula, charge and spin): 0.9712 eV
* net charge: +2

This record from the Open Molecules 2025 dataset describes C5H8O3 in the gas phase. The level of theory is ωB97M-V with the def2-TZVPD basis set.

Last column: natural (NBO) charge in e.
Element x y z (Å)
O (-1.99, -1.00, 0.01)  -0.71
C (-0.90, -0.20, -0.44)  0.06
C (-0.86, 1.20, 0.27)  -0.12
O (0.53, 1.45, 0.56)  -0.52
C (1.21, 0.53, -0.31)  0.01
C (1.82, -0.89, -0.28)  -0.37
C (0.42, -0.78, 0.08)  0.16
O (0.28, -0.93, 1.42)  -0.68
H (-2.80, -0.71, -0.44)  0.47
H (-0.90, -0.07, -1.53)  0.18
H (-1.26, 2.00, -0.37)  0.19
H (-1.37, 1.16, 1.27)  0.19
H (1.14, 0.86, -1.35)  0.17
H (2.44, -1.30, 0.54)  0.25
H (2.16, -1.25, -1.23)  0.23
H (0.08, -0.07, 1.79)  0.48

Computed properties:
* 2S+1: 1
* LUMO level: 0.72 eV
* SMILES string: O[C@H]1CO[C@H]2C[C@@]21O
* relative energy (zero: lowest compared OMol25 entry of this formula, charge and spin): 5.0915 eV
* net charge: 0

Question: Which value of 2S+1 does entry 5 give?
Answer: 1

Copy entry 4 word for word.
This record from the Open Molecules 2025 dataset describes a molecular structure, C24H22BrMnN6O2S. The level of theory is ωB97M-V with the def2-TZVPD basis set.

Last column: natural (NBO) charge in e.
Element x y z (Å)
Mn (-1.98, -1.40, -0.07)  1.69
N (2.07, -1.70, -0.43)  -0.56
C (2.67, -0.89, -1.44)  0.08
C (4.01, -0.58, -1.35)  -0.21
C (4.61, 0.20, -2.32)  -0.18
C (3.86, 0.67, -3.39)  -0.18
C (2.51, 0.36, -3.48)  -0.22
C (1.91, -0.42, -2.50)  -0.15
S (0.19, -0.82, -2.68)  0.51
N (-0.13, -1.71, -1.26)  -0.76
C (0.77, -2.02, -0.38)  0.46
C (0.29, -2.92, 0.72)  0.16
C (1.10, -3.77, 1.44)  -0.21
C (0.50, -4.75, 2.22)  -0.09
C (-0.87, -4.87, 2.23)  -0.21
C (-1.64, -3.96, 1.52)  0.11
N (-1.06, -2.98, 0.82)  -0.49
H (2.67, -2.01, 0.32)  0.42
H (4.60, -0.95, -0.51)  0.23
H (5.66, 0.44, -2.25)  0.24
H (4.32, 1.28, -4.16)  0.24
H (1.92, 0.72, -4.32)  0.24
H (2.18, -3.74, 1.36)  0.24
H (1.11, -5.45, 2.78)  0.26
H (-1.37, -5.65, 2.79)  0.26
H (-2.72, -3.98, 1.54)  0.26
Br (-2.00, 2.09, -1.81)  0.14
C (-3.56, 1.07, -1.54)  0.17
C (-4.72, 1.65, -2.02)  -0.24
C (-5.92, 0.96, -1.96)  -0.09
C (-5.91, -0.32, -1.41)  -0.18
C (-4.71, -0.82, -0.96)  0.09
N (-3.53, -0.15, -0.99)  -0.55
C (-4.66, -2.18, -0.35)  0.75
O (-5.59, -2.91, -0.24)  -0.47
O (-3.42, -2.50, 0.06)  -0.74
H (-4.67, 2.64, -2.46)  0.26
H (-6.83, 1.40, -2.33)  0.26
H (-6.79, -0.94, -1.33)  0.28
N (-0.85, 0.22, 0.48)  -0.67
C (-0.22, 1.15, 0.79)  0.69
N (0.46, 2.18, 1.12)  -0.44
C (0.13, 2.98, 2.33)  -0.20
C (1.38, 3.18, 3.16)  -0.41
C (2.51, 3.77, 2.32)  -0.41
C (2.82, 2.88, 1.11)  -0.41
C (1.57, 2.67, 0.27)  -0.20
H (-0.65, 2.46, 2.88)  0.23
H (-0.27, 3.94, 1.99)  0.22
H (1.69, 2.22, 3.58)  0.21
H (1.14, 3.84, 3.99)  0.25
H (3.41, 3.89, 2.92)  0.24
H (2.23, 4.77, 1.97)  0.21
H (3.19, 1.90, 1.45)  0.20
H (3.59, 3.32, 0.48)  0.24
H (1.73, 1.93, -0.53)  0.22
H (1.25, 3.61, -0.19)  0.22

Computed properties:
* 2S+1: 5
* LUMO level (alpha / beta): -8.01 / -6.99 eV
* expectation value of S²: 6.0720
* relative energy (zero: lowest compared OMol25 entry of this formula, charge and spin): 0.9712 eV
* net charge: +2